1.
A 2-piece molecular cluster, C2H3Cl2NO overall at a distorted geometry, computed with ωB97M-V/def2-TZVPD.

Geometry as XYZ:
```
9
Properties=species:S:1:pos:R:3:forces:R:3:lowdin_charge:R:1
C -1.4990 -0.2258 -0.1600 1.45 2.23 -2.23 -0.066
C -0.2103 0.5145 0.0611 -2.53 1.95 0.25 -0.696
N 0.8486 -0.1029 0.0318 3.11 -0.56 -0.34 -0.066
O 2.0658 0.1230 0.0495 -0.81 0.09 0.25 -0.064
Cl 4.3578 -1.3987 0.2849 -0.06 -0.02 0.00 0.068
Cl -0.3440 2.2896 0.3453 0.42 -1.13 -0.16 0.616
H -1.1234 -1.1492 -0.4858 -0.25 -1.45 -1.15 0.067
H -2.1500 0.3590 -0.8530 0.49 -0.87 0.44 0.103
H -1.9456 -0.4094 0.7262 -1.83 -0.24 2.94 0.039
```
Forces are in eV/Å.

- E_tot (eV) = -30700.3035
- highest occupied orbital energy (alpha / beta) (eV) = -10.310 / -9.992
- HOMO-LUMO gap (alpha / beta) (eV) = 6.9 / 8.4
- LUMO level (alpha / beta) (eV) = -3.36 / -1.64
- energy above the lowest of the compared OMol25 structures with the same formula, charge and spin (kcal/mol) = 120.20

2.
A 8-piece molecular cluster, C30H82N10O10 overall at a distorted geometry, computed with ωB97M-V/def2-TZVPD.

Geometry as XYZ:
```
132
Properties=species:S:1:pos:R:3:forces:R:3:lowdin_charge:R:1
C -6.8038 -1.7623 -3.4941 -0.93 -0.26 -1.53 -0.849
O -7.0661 -2.6963 -4.1866 0.01 -2.64 -1.86 0.059
N -7.0782 -1.6816 -2.2514 -1.41 -0.34 6.65 0.162
N -6.3610 -0.6193 -3.9225 2.21 3.53 -3.08 0.162
H -7.5518 -2.4320 -1.7690 0.14 0.19 -0.28 0.125
H -7.0350 -0.7838 -1.7909 -0.05 -0.45 0.14 0.109
H -6.2257 0.2062 -3.3565 0.08 -0.29 -0.26 0.108
H -6.0845 -0.6117 -4.8938 -0.03 0.37 0.25 0.121
C -7.4398 3.2854 -0.7735 0.62 -2.12 0.45 -0.777
O -6.5315 3.0957 -1.5445 1.04 0.31 -1.02 0.037
N -8.6033 3.8067 -1.0278 -3.37 2.57 -1.90 0.156
N -7.4824 2.7222 0.4396 1.32 -0.88 2.05 0.140
H -8.8409 4.0619 -1.9756 0.09 0.19 0.34 0.123
H -9.2616 3.9950 -0.2853 0.10 -0.02 -0.51 0.110
H -6.6346 2.2308 0.6840 -0.36 0.15 0.56 0.111
H -8.2589 2.8663 1.0691 0.59 -0.31 0.01 0.102
C 5.1584 6.2325 -4.4413 -0.85 0.41 0.20 -0.091
O 4.3136 7.2318 -3.8676 -0.28 -0.26 0.59 -0.202
C 3.6058 8.0689 -4.7659 0.93 0.28 -0.28 -0.232
C 2.8726 9.2278 -4.0650 0.51 -1.63 -1.34 -0.221
N 1.9351 8.7197 -3.1166 0.18 -0.04 -1.02 -0.070
C 1.3956 9.7347 -2.2701 -1.53 -1.00 1.41 -0.211
C 0.6851 9.0523 -1.0563 0.27 -0.20 -0.66 -0.177
O -0.5418 8.3765 -1.4192 1.26 1.44 -1.41 -0.172
C -1.3587 7.9445 -0.4112 -0.26 -0.03 2.03 -0.162
H 4.5797 5.3857 -4.8104 -0.25 0.10 -0.49 0.082
H 5.7652 5.7836 -3.6550 0.23 0.55 0.04 0.085
H 5.7405 6.7029 -5.2337 0.31 -0.31 -0.06 0.085
H 2.9351 7.5459 -5.4478 -0.46 -0.56 0.42 0.122
H 4.3291 8.4928 -5.4624 0.32 0.41 -0.08 0.111
H 2.3653 9.6178 -4.9474 -0.17 0.97 0.20 0.119
H 3.5950 9.9186 -3.6302 0.11 0.33 -0.06 0.118
H 2.3494 7.8795 -2.7392 -0.34 0.24 0.96 0.111
H 0.6816 10.3659 -2.7991 -0.20 -0.16 -0.30 0.120
H 2.1239 10.4456 -1.8799 0.52 -0.04 0.31 0.109
H 0.6030 9.7626 -0.2336 -0.71 0.18 0.02 0.114
H 1.4251 8.3295 -0.7129 -0.06 -0.47 0.26 0.112
H -0.8874 7.1564 0.1761 -0.07 -0.61 -0.11 0.083
H -2.3629 7.6615 -0.7266 0.36 -0.31 -0.67 0.090
H -1.5695 8.6924 0.3532 0.15 0.71 0.07 0.078
C 0.8821 -5.2010 -9.3742 0.22 0.41 0.46 -0.083
O 1.1556 -4.5932 -8.0890 -1.26 -0.69 -0.93 -0.204
C 2.4003 -3.9611 -7.9654 0.60 -1.18 0.35 -0.245
C 2.6214 -3.6135 -6.4714 -1.17 -0.84 -0.31 -0.143
N 2.3636 -4.8495 -5.6127 0.72 0.76 -3.43 -0.051
C 2.3186 -4.7082 -4.2326 0.05 0.12 2.00 -0.279
C 2.2992 -6.0465 -3.5438 -0.23 -1.79 -0.86 -0.198
O 1.1477 -6.8168 -4.0153 0.54 1.14 0.27 -0.195
C 0.7700 -7.9640 -3.2946 0.97 0.21 0.61 -0.124
H -0.1185 -5.6326 -9.3963 -0.04 0.28 0.48 0.084
H 1.5507 -6.0207 -9.6374 0.44 -0.02 0.36 0.082
H 0.9398 -4.4789 -10.1887 0.05 0.31 0.02 0.080
H 2.4910 -3.1429 -8.6798 -0.07 0.61 0.33 0.118
H 3.1585 -4.6801 -8.2758 0.40 -0.20 0.07 0.113
H 1.9339 -2.7924 -6.2686 -0.39 0.07 0.44 0.105
H 3.6078 -3.1586 -6.3821 0.27 -0.57 0.37 0.110
H 1.4924 -5.2720 -5.9004 0.02 0.02 -0.54 0.102
H 1.4285 -4.1640 -3.9168 0.13 0.75 0.50 0.123
H 3.2875 -4.3299 -3.9068 -0.24 0.90 0.35 0.127
H 2.4156 -6.0611 -2.4601 -0.75 0.52 0.27 0.117
H 3.2397 -6.4960 -3.8624 0.00 -0.73 -0.38 0.115
H -0.2056 -8.3077 -3.6386 0.26 -0.01 -0.13 0.090
H 0.7358 -7.7874 -2.2196 -0.43 0.44 0.28 0.075
H 1.5520 -8.7217 -3.3452 -0.10 -0.49 -0.57 0.081
C 8.7725 0.1720 0.6610 -0.33 -0.14 -0.25 -0.070
C 7.9189 0.4278 1.8912 0.16 1.03 0.63 -0.425
C 7.4110 -0.8660 2.5427 1.73 0.73 -0.62 -0.220
O 6.8771 -1.7320 1.5715 -0.95 -0.11 0.02 -0.182
C 5.5549 -2.1578 1.8402 -0.02 -0.41 0.10 -0.106
N 8.7665 1.2554 2.8198 -0.26 -0.77 -0.64 0.029
H 8.9812 1.1236 0.1721 0.15 -0.10 0.01 0.079
H 8.2818 -0.4970 -0.0460 -0.18 0.14 0.03 0.073
H 9.7079 -0.3264 0.9153 0.17 0.11 0.20 0.079
H 7.0696 1.0580 1.6273 -0.12 0.02 -0.19 0.132
H 6.7931 -0.6037 3.4015 -0.38 -0.42 -0.07 0.125
H 8.3596 -1.2903 2.8715 -0.09 -0.58 0.62 0.119
H 5.5374 -2.9225 2.6167 0.06 0.12 0.46 0.083
H 5.1177 -2.6744 0.9858 0.30 0.35 -0.37 0.084
H 4.9119 -1.3232 2.1197 -0.08 0.06 0.04 0.086
H 8.3740 1.4488 3.7301 -0.55 -0.04 -0.01 0.059
H 9.5868 0.6989 3.0137 0.39 0.02 0.03 0.055
C -1.1683 -1.5667 0.1697 -0.20 0.91 -0.60 -0.075
C -1.2155 -0.0435 0.3760 0.60 -0.08 0.90 -0.417
C -0.1227 0.7259 -0.4873 -2.19 0.44 1.30 -0.168
O 0.0230 2.0797 0.0383 1.12 -0.99 -0.58 -0.199
C 1.2138 2.6321 -0.5542 -0.53 0.14 0.19 -0.114
N -2.6349 0.3772 0.2355 1.28 0.02 -0.46 0.036
H -1.4365 -1.6795 -0.8807 0.41 -0.57 -0.30 0.076
H -1.9765 -2.0648 0.7053 0.18 0.10 0.36 0.077
H -0.1999 -2.0041 0.4126 -0.12 -0.06 -0.14 0.076
H -0.9864 0.1540 1.4232 0.46 0.16 0.07 0.118
H -0.5155 0.8438 -1.4972 0.22 -0.31 -0.38 0.120
H 0.8169 0.1734 -0.4744 0.11 0.07 0.04 0.115
H 1.3296 3.6840 -0.2931 -0.38 -0.04 0.12 0.083
H 1.1575 2.5522 -1.6398 0.04 0.03 -0.16 0.082
H 2.1192 2.1296 -0.2139 0.00 -0.30 0.10 0.080
H -2.5960 1.2310 -0.3027 -0.57 0.30 -0.10 0.061
H -3.0561 -0.3408 -0.3364 -0.46 0.20 -0.33 0.047
C 1.6872 3.5603 4.6861 -0.37 0.44 0.15 -0.071
C 0.8838 3.4818 5.9716 0.63 -1.51 0.18 -0.435
C -0.5260 3.0159 5.6464 -1.59 2.03 1.14 -0.190
O -1.4379 3.4882 6.7134 -0.51 -0.72 -1.04 -0.216
C -2.8381 3.2732 6.3278 1.62 0.18 -0.01 -0.089
N 1.5504 2.4667 6.8264 -0.58 0.66 0.45 0.028
H 2.7618 3.5452 4.8685 -0.13 -0.13 0.08 0.077
H 1.4442 4.4771 4.1489 -0.06 -0.15 -0.30 0.078
H 1.3662 2.6817 4.1265 0.41 0.06 -0.52 0.078
H 0.8371 4.4098 6.5415 0.00 0.07 -0.19 0.142
H -0.7047 1.9423 5.5868 0.56 -0.16 -0.35 0.124
H -0.7958 3.5276 4.7226 -0.45 -0.22 -0.30 0.118
H -3.1376 4.0746 5.6525 -0.19 0.15 0.10 0.080
H -3.4605 3.2360 7.2219 0.19 0.13 -0.05 0.082
H -2.9308 2.3430 5.7673 -0.06 -0.23 0.12 0.074
H 0.9397 2.4807 7.6307 0.21 -0.22 0.82 0.061
H 1.3095 1.5731 6.4221 0.31 -0.40 -0.29 0.059
C -4.6151 -7.3372 4.5536 -0.28 0.33 0.33 -0.062
C -5.0281 -7.8026 5.9448 0.17 -0.85 0.37 -0.450
C -5.9978 -9.0020 6.0238 -0.22 0.77 0.33 -0.187
O -6.1502 -9.5087 7.3642 -0.05 0.20 0.81 -0.209
C -6.6597 -8.5584 8.3533 0.24 0.14 -0.96 -0.082
N -3.8345 -8.0625 6.7678 0.11 -0.19 0.03 0.044
H -5.4633 -7.3966 3.8715 0.10 0.02 -0.17 0.078
H -3.7360 -7.8241 4.1314 -0.18 -0.37 0.06 0.075
H -4.3476 -6.2891 4.6880 0.05 0.07 -0.36 0.077
H -5.6049 -6.9679 6.3430 0.26 0.16 0.46 0.118
H -5.6684 -9.8018 5.3605 0.07 -0.35 0.41 0.126
H -6.9734 -8.6665 5.6719 -0.26 0.02 -0.18 0.116
H -6.8403 -8.9208 9.3653 0.29 -1.22 -0.38 0.082
H -7.6327 -8.1826 8.0367 0.05 0.32 -0.28 0.084
H -5.9445 -7.7559 8.5335 -0.03 0.29 -0.44 0.076
H -4.0319 -8.8239 7.4013 -0.66 0.19 0.77 0.054
H -3.1409 -8.5644 6.2321 0.33 0.46 -0.81 0.063
```
Forces are in eV/Å.

- E_tot (eV) = -67808.8364
- highest occupied orbital energy (eV) = -8.561
- HOMO-LUMO gap (eV) = 8.8
- LUMO level (eV) = 0.25
- SMILES = COC[C@H](C)N.COC[C@H](C)N.COC[C@H](C)N.COC[C@H](C)N.COCCNCCOC.COCCNCCOC.NC(N)=O.NC(N)=O
- energy above the lowest of the compared OMol25 structures with the same formula, charge and spin (kcal/mol) = 4.57

3.
C38H57GeN2O4P3SZr as an isolated structure at a distorted geometry, computed with ωB97M-V/def2-TZVPD.

Geometry as XYZ:
```
107
Properties=species:S:1:pos:R:3:forces:R:3:lowdin_charge:R:1
Zr 0.1172 0.7978 0.2289 -0.41 -0.21 -0.14 1.409
C -2.5432 3.5915 -1.0245 -0.02 -0.04 -0.03 -0.254
P -2.3138 2.1441 0.0744 0.07 -0.05 0.09 0.851
C -2.7705 2.8920 1.6757 -0.05 0.01 -0.01 -0.247
C -3.7986 1.1339 -0.3729 0.02 0.07 -0.03 -0.372
C -3.5837 -0.3599 -0.5957 -0.05 -0.14 -0.13 -0.341
P -2.2006 -0.8709 -1.7127 -0.13 0.44 -0.37 0.662
C -2.5040 0.1836 -3.1776 0.00 0.08 0.11 -0.200
C -2.9216 -2.4370 -2.3058 0.13 0.01 -0.15 -0.190
H -3.5512 3.9997 -0.9248 -0.01 -0.03 0.02 0.051
H -2.3790 3.2978 -2.0618 0.01 0.02 0.00 0.031
H -1.8141 4.3612 -0.7762 0.02 -0.01 0.01 0.025
H -3.7149 3.4364 1.6096 0.01 0.00 -0.04 0.051
H -1.9807 3.5813 1.9748 0.01 -0.01 0.01 0.039
H -2.8537 2.1135 2.4310 0.00 0.00 0.00 0.023
H -4.1955 1.5718 -1.2926 0.01 0.01 0.01 0.071
H -4.5653 1.2890 0.3907 0.02 -0.01 0.02 0.086
H -4.4884 -0.7524 -1.0715 0.01 -0.05 0.06 0.085
H -3.4617 -0.9079 0.3398 0.09 0.06 0.02 0.067
H -3.5502 0.2041 -3.4891 -0.01 -0.02 0.02 0.054
H -1.8884 -0.2018 -3.9917 -0.01 -0.01 0.00 0.053
H -2.1736 1.2005 -2.9585 0.01 -0.01 0.00 0.018
H -3.8454 -2.1777 -2.8251 0.00 -0.01 -0.01 0.052
H -3.1458 -3.1332 -1.5012 0.02 0.04 0.02 0.043
H -2.2477 -2.9250 -3.0089 0.02 0.00 0.01 0.058
C 2.4486 6.6201 -0.6301 0.01 0.06 -0.01 -0.100
C 1.0758 6.3611 -1.2163 -0.05 -0.06 -0.03 -0.282
O 0.4612 5.1316 -0.7822 -0.05 -0.04 0.10 -0.312
P 1.3113 3.7540 -0.6272 0.05 -0.03 -0.05 0.910
O 0.3941 2.7132 -1.5242 0.07 -0.08 -0.11 -0.444
C 0.9087 2.3304 -2.8247 0.04 -0.10 -0.02 -0.282
C 1.0498 3.5212 -3.7466 -0.01 0.01 -0.02 -0.074
O 0.5514 3.1770 0.7329 0.11 0.02 0.06 -0.455
C 1.0530 3.7225 1.9927 -0.02 0.03 0.04 -0.266
C 2.3818 3.1177 2.3805 0.00 -0.01 0.02 -0.076
H 2.7578 7.6307 -0.9007 0.01 0.00 0.00 0.081
H 3.2001 5.9242 -0.9983 0.00 -0.01 0.00 0.063
H 2.4239 6.5572 0.4591 -0.01 -0.01 0.01 0.075
H 1.1045 6.3611 -2.3086 0.04 0.02 0.00 0.106
H 0.3793 7.1378 -0.9029 0.01 0.00 -0.02 0.117
H 0.1846 1.6116 -3.2064 0.02 0.00 0.02 0.094
H 1.8549 1.8042 -2.6797 0.00 0.04 -0.02 0.107
H 0.1155 4.0821 -3.8018 0.00 0.01 0.00 0.083
H 1.3064 3.1785 -4.7495 0.01 -0.01 0.00 0.085
H 1.8471 4.1916 -3.4177 -0.01 0.01 0.02 0.067
H 0.2935 3.4634 2.7251 0.01 0.00 -0.02 0.089
H 1.1035 4.8088 1.8765 0.00 -0.01 0.01 0.106
H 2.2972 2.0325 2.4362 0.01 0.00 0.00 0.060
H 2.6638 3.4868 3.3682 0.00 0.03 0.00 0.088
H 3.1774 3.3684 1.6774 -0.01 -0.01 -0.02 0.063
O 0.4485 -0.3342 1.8319 0.01 0.25 -0.09 -0.348
C -0.6867 0.3481 2.2599 0.22 -0.16 -0.07 -0.595
C -1.8509 -0.5980 2.5452 -0.02 0.05 -0.01 -0.178
C -1.9184 -1.2074 3.9543 -0.01 0.02 0.00 -0.187
C -0.5682 -1.5686 4.5776 0.01 -0.03 0.02 -0.194
C 0.0938 -0.3831 5.2787 -0.02 0.01 0.00 -0.190
C 0.6303 0.6895 4.3359 0.04 0.00 0.01 -0.227
N -0.3242 1.2491 3.3710 -0.08 0.01 -0.04 -0.020
H -1.7700 -1.3926 1.7979 0.01 0.01 0.02 0.074
H -2.8129 -0.1022 2.3548 0.02 0.00 -0.02 0.082
H -2.5602 -2.0928 3.9104 0.02 -0.01 -0.02 0.103
H -2.4324 -0.5126 4.6294 0.00 0.00 0.00 0.103
H 0.1041 -1.9646 3.8122 0.01 -0.02 -0.02 0.097
H -0.7203 -2.3639 5.3127 0.00 0.01 0.00 0.106
H 0.9249 -0.7350 5.8980 0.01 -0.01 -0.01 0.108
H -0.6338 0.0653 5.9681 0.01 0.00 0.00 0.106
H 1.4541 0.2729 3.7552 0.00 0.01 0.01 0.105
H 1.0391 1.5168 4.9259 -0.03 0.00 0.00 0.109
H -1.1652 1.5422 3.8584 0.02 0.04 -0.03 0.101
S 5.0610 1.3223 -0.4108 -0.02 0.00 -0.01 0.568
C 3.4711 1.1552 -0.2751 0.00 0.08 0.00 -0.990
N 2.3023 1.0495 -0.1790 -0.11 -0.07 0.08 -0.068
C -0.5944 -0.7287 -1.2297 -0.13 -0.33 1.05 -0.595
Ge 0.3569 -2.4219 -0.9280 0.00 0.14 -0.37 0.896
C -0.8300 -3.9897 -0.7368 0.11 0.00 0.10 -0.292
C -1.6640 -4.1336 0.3728 -0.05 0.05 0.00 -0.138
C -2.5119 -5.2249 0.5038 -0.01 0.01 0.01 -0.089
C -2.5360 -6.2054 -0.4788 0.00 0.00 -0.01 -0.093
C -1.7021 -6.0880 -1.5816 -0.02 -0.01 0.01 -0.084
C -0.8581 -4.9922 -1.7035 0.07 -0.01 -0.03 -0.117
C 1.6814 -2.5884 0.5103 -0.02 -0.06 -0.04 -0.285
C 2.9230 -1.9805 0.3551 0.09 -0.03 -0.03 -0.131
C 3.9078 -2.0925 1.3264 0.02 0.00 0.00 -0.077
C 3.6721 -2.8474 2.4657 -0.02 0.00 0.00 -0.089
C 2.4563 -3.5009 2.6131 0.01 0.01 0.02 -0.095
C 1.4735 -3.3725 1.6419 -0.06 0.05 0.08 -0.113
C 1.4661 -2.7278 -2.5262 -0.05 -0.02 -0.01 -0.283
C 1.4627 -1.8281 -3.5864 -0.06 0.01 -0.03 -0.113
C 2.2899 -2.0128 -4.6883 0.00 0.02 -0.02 -0.095
C 3.1328 -3.1117 -4.7436 0.01 -0.01 -0.01 -0.098
C 3.1496 -4.0205 -3.6925 0.00 0.00 -0.01 -0.088
C 2.3270 -3.8240 -2.5935 0.02 -0.01 0.00 -0.116
H -1.6745 -3.3707 1.1441 0.04 -0.01 0.02 0.084
H -3.1530 -5.3097 1.3729 0.00 0.00 0.00 0.101
H -3.1957 -7.0583 -0.3816 0.00 0.00 0.00 0.099
H -1.7079 -6.8506 -2.3506 -0.01 -0.01 0.00 0.101
H -0.2178 -4.9151 -2.5757 0.00 0.00 0.01 0.095
H 3.1432 -1.4174 -0.5422 -0.01 0.00 -0.03 0.080
H 4.8562 -1.5900 1.1811 0.00 0.00 0.02 0.090
H 4.4371 -2.9406 3.2266 0.00 0.00 0.00 0.098
H 2.2676 -4.1124 3.4876 0.02 0.00 0.01 0.100
H 0.5370 -3.8963 1.7869 -0.04 0.01 -0.03 0.086
H 0.8047 -0.9658 -3.5354 0.02 0.00 0.02 0.065
H 2.2805 -1.2949 -5.4999 0.00 -0.01 -0.01 0.096
H 3.7820 -3.2580 -5.5977 0.00 0.00 0.00 0.098
H 3.8122 -4.8764 -3.7260 0.01 0.00 -0.01 0.100
H 2.3687 -4.5287 -1.7688 0.00 0.00 0.01 0.108
```
Forces are in eV/Å.

- E_tot (eV) = -148002.7839
- highest occupied orbital energy (eV) = -6.686
- HOMO-LUMO gap (eV) = 7.1
- LUMO level (eV) = 0.37
- energy above the lowest of the compared OMol25 structures with the same formula, charge and spin (kcal/mol) = 20.31

What is the formula in the first record?
C2H3Cl2NO